(1)
Density functional theory data (ωB97M-V with the def2-TZVPD basis set) for a structure of composition C18H28CuO10 in a non-equilibrium geometry.

Calculated values
Maximum force in hartree/bohr: 0.107
2S+1: 2
⟨S²⟩: 0.784
ΔE to the lowest compared entry with this formula, charge and spin in kJ/mol: 714.3
Gap between HOMO and LUMO (spin up / spin down) in eV: 4.72 / 3.21

XYZ file:
```
57
C18H28CuO10, DFT ωB97M-V with the def2-TZVPD basis set
Cu 1.5056 0.4644 0.3815
O 4.4838 2.4605 -0.8314
C 5.1086 3.4537 -0.0316
C 5.3040 2.9950 1.5222
O 4.2580 2.3196 2.1722
H 4.4504 4.3221 -0.0593
H 6.0598 3.7623 -0.4653
H 5.5891 3.8066 2.1916
H 6.0861 2.2448 1.6386
O 4.6055 -3.7229 -1.2362
C 5.5114 -4.2086 -1.8941
O 5.2991 -5.2531 -2.7294
C 6.4639 -5.8402 -3.1112
C 7.5472 -5.2252 -2.2440
C 7.0103 -3.8811 -1.7583
H 6.8088 -5.6698 -4.1310
H 6.3871 -6.9164 -2.9563
H 8.4780 -5.1325 -2.8035
H 7.7441 -5.8826 -1.3972
H 7.3986 -3.0869 -2.3960
H 7.3637 -3.6232 -0.7599
O -1.4971 4.7699 1.4418
C -1.9635 5.8491 1.8559
O -3.2398 5.9139 2.3329
C -3.4546 7.1558 2.9619
C -2.1611 7.8113 3.2034
C -1.2556 7.1609 2.1252
H -3.9903 7.0330 3.9032
H -4.0482 7.7905 2.3040
H -1.8253 7.5264 4.2005
H -2.3452 8.8756 3.0565
H -0.2065 7.0328 2.3920
H -1.1204 7.6534 1.1623
O -2.0714 -1.3308 -3.3973
C -2.6226 -1.7609 -4.4329
O -1.9388 -2.5549 -5.2217
C -2.7322 -2.9400 -6.3369
C -4.1489 -2.5804 -5.9763
C -4.0432 -1.5553 -4.8431
H -2.5411 -3.9788 -6.6063
H -2.5068 -2.4708 -7.2946
H -4.5539 -3.5077 -5.5710
H -4.9268 -2.2902 -6.6825
H -4.6362 -1.8484 -3.9767
H -4.1065 -0.5380 -5.2292
O -2.2679 -1.7116 3.4432
C -3.3248 -1.7649 4.0975
O -3.4050 -2.1431 5.4473
C -4.7308 -2.2024 5.8677
C -5.4759 -2.5558 4.5989
C -4.7362 -1.5898 3.6404
H -5.0753 -1.2903 6.3550
H -4.8178 -2.9880 6.6182
H -6.5302 -2.2943 4.6903
H -5.2592 -3.6163 4.4704
H -5.0440 -0.5456 3.6951
H -4.8601 -1.9010 2.6032
```

The net atomic charges from Mulliken, expressed in e, are: 0.859 -0.581 -0.232 -0.321 -0.627 0.196 0.240 0.258 0.209 -0.575 0.502 -0.319 -0.367 -0.550 -0.371 0.273 0.284 0.347 0.245 0.254 0.277 -0.607 0.510 -0.326 -0.419 -0.402 -0.425 0.301 0.276 0.262 0.282 0.297 0.251 -0.656 0.434 -0.301 -0.418 -0.598 -0.163 0.342 0.224 0.230 0.398 0.240 0.266 -0.592 0.561 -0.331 -0.421 -0.469 -0.437 0.269 0.295 0.312 0.272 0.274 0.266

=====

(2)
Density functional theory data (ωB97M-V with the def2-TZVPD basis set) for a structure of composition C3H12O3 in a non-equilibrium geometry.

Calculated values
Maximum force in hartree/bohr: 0.061
ΔE to the lowest compared entry with this formula, charge and spin in kJ/mol: 300.8
Gap between HOMO and LUMO in eV: 8.78

XYZ file:
```
18
C3H12O3, DFT ωB97M-V with the def2-TZVPD basis set
C 1.7517 0.3222 0.8491
C 1.6899 -0.0309 -0.5775
C 0.8091 -1.0354 -1.0433
H 1.1193 -0.2938 1.4705
H 1.4795 1.3699 0.9901
H 2.7234 0.1205 1.3165
H 2.5086 0.3778 -1.1582
H 0.7741 -1.3363 -2.0837
H 0.1642 -1.5955 -0.3673
H -3.2746 -1.1009 -0.7886
H -2.1448 0.0758 -0.6843
O -2.4051 -0.8611 -0.4670
H -1.0302 0.7392 1.1140
H -1.7153 -0.4543 1.8119
O -0.9897 0.1829 1.9404
H 0.4489 0.2254 -0.9789
H -1.0737 2.0739 -0.8564
O -0.8353 1.2207 -0.4873
```

The net atomic charges from Mulliken, expressed in e, are: -1.177 0.285 -0.566 0.377 0.239 0.397 0.369 0.274 0.203 0.265 0.385 -0.636 0.379 0.309 -0.695 0.435 0.074 -0.917

=====

(3)
Density functional theory data (ωB97M-V with the def2-TZVPD basis set) for a structure of composition C13H33GaO6P in a non-equilibrium geometry.

Calculated values
Maximum force in hartree/bohr: 0.118
Gap between HOMO and LUMO in eV: 5.88
Charge: -1

XYZ file:
```
54
C13H33GaO6P, DFT ωB97M-V with the def2-TZVPD basis set
C 0.2808 2.3504 1.3836
C 1.5526 2.6255 0.5582
C 2.5051 1.4317 0.4937
C 3.0340 1.0845 1.8982
O 4.1649 0.2769 1.8402
Ga 4.8264 -0.2186 3.5386
C 3.6654 -1.7255 4.3441
O 2.2596 -1.3808 4.2805
C 1.6827 -0.7670 5.4044
C 2.5982 -0.1327 6.4607
H -0.1199 3.2702 1.8159
H -0.4894 1.8605 0.7830
H 0.4706 1.6820 2.2243
H 1.2059 2.9265 -0.4348
H 2.0757 3.4518 1.0456
H 3.3844 1.6474 -0.1206
H 2.0200 0.5396 0.0886
H 2.2260 0.5097 2.3854
H 3.1517 1.9998 2.5071
H 4.8106 1.1154 4.4641
H 6.3385 -0.7525 3.3801
H 3.7941 -2.5701 3.6586
H 4.0083 -2.0822 5.3235
H 1.0357 -1.5030 5.9122
H 0.9943 0.0053 5.0399
H 2.0730 0.7297 6.8844
H 2.7200 -0.8226 7.2987
H 3.5536 0.2316 6.0974
O -1.4158 0.4600 -2.0126
P -2.5388 0.1164 -2.9109
O -2.4135 -1.4882 -3.1661
C -2.2858 -2.3476 -2.0273
C -3.5869 -2.4969 -1.2523
O -2.0056 0.7018 -4.3465
C -0.9423 1.6592 -4.3854
C 0.3992 0.9875 -4.6158
O -4.0810 0.3396 -3.3131
C -4.6520 -0.3076 -4.4615
C -5.3434 -1.6157 -4.1330
H -1.4957 -1.9799 -1.3708
H -1.9629 -3.3177 -2.4039
H -4.0876 -1.5358 -1.1162
H -3.3960 -2.9356 -0.2728
H -4.2812 -3.1523 -1.7790
H -0.9252 2.2507 -3.4719
H -1.1578 2.3506 -5.2023
H 0.4940 0.0710 -4.0357
H 1.2188 1.6550 -4.3481
H 0.5104 0.7103 -5.6663
H -3.9082 -0.4442 -5.2435
H -5.3960 0.3946 -4.8392
H -4.6379 -2.4410 -4.0688
H -6.0511 -1.8681 -4.9256
H -5.8807 -1.5497 -3.1871
```

The net atomic charges from Mulliken, expressed in e, are: -0.675 -0.469 -0.363 -0.335 -0.651 0.597 -0.678 -0.454 -0.222 -0.948 0.300 0.096 0.118 0.283 0.369 0.306 0.175 0.016 0.344 -0.320 -0.403 0.298 0.352 0.291 0.177 0.346 0.295 0.163 -0.650 0.990 -0.317 -0.369 -0.935 -0.428 -0.307 -1.025 -0.370 -0.118 -1.051 0.348 0.310 0.235 0.385 0.254 0.293 0.336 0.266 0.346 0.311 0.222 0.405 0.174 0.429 0.260

=====

(4)
Density functional theory data (ωB97M-V with the def2-TZVPD basis set) for a structure of composition C2H7N3S2 in a non-equilibrium geometry.

Calculated values
Maximum force in hartree/bohr: 0.105
ΔE to the lowest compared entry with this formula, charge and spin in kJ/mol: 513.3
Gap between HOMO and LUMO in eV: 8.57

XYZ file:
```
14
C2H7N3S2, DFT ωB97M-V with the def2-TZVPD basis set
C -0.2527 -1.5404 1.5389
C -0.2612 0.3141 0.2098
H -0.0282 -2.0553 2.6756
H -1.1093 -2.2444 1.1414
H 0.7602 -1.7995 0.7119
H -0.5091 1.7472 1.3267
H 0.4296 3.0018 -1.8574
H -0.5188 -1.6942 -0.7106
H 1.3913 0.1467 -2.6652
N -0.4360 -0.0679 1.3890
N -0.2968 1.7327 0.1936
N 0.1462 -0.5671 -0.8885
S 0.8563 2.6792 -0.6485
S -0.1714 0.3470 -2.4166
```

The net atomic charges from Mulliken, expressed in e, are: -0.897 0.631 0.232 0.258 0.341 0.425 0.132 0.358 0.215 -0.480 -0.353 -0.475 -0.143 -0.243

=====

- Among the records above, which one has the lowest maximum force?
  C3H12O3